[1]
Computed, not measured: C7H12 in the gas phase, with the ωB97M-V functional and the def2-TZVPD basis.

The spin multiplicity is 1. The total charge is 0. The HOMO-LUMO gap comes out at 8.48 eV. The lowest unoccupied orbital energy comes out at 0.26 eV. The calculation puts the energy at -273.7556 a.u. The largest force on an atom comes out at 0.49 eV/Å.

Geometry as XYZ:
```
19
Properties=species:S:1:pos:R:3:forces:R:3
C -2.786 0.091 -0.499 0.1717 -0.0446 -0.0958
C -1.483 -0.602 -0.660 0.0006 0.4874 0.0351
C -0.348 0.363 -0.792 -0.0802 -0.1011 0.0264
C 0.795 -0.016 0.147 -0.1081 -0.0768 0.0464
C 1.926 -0.861 -0.350 -0.0591 -0.2109 -0.0438
C 2.148 0.604 -0.055 -0.0084 0.1510 0.0107
C 0.273 -0.259 1.547 0.0643 0.1301 0.0650
H -3.394 -0.236 -1.362 0.0206 0.0913 0.2399
H -2.749 1.197 -0.441 -0.1456 -0.3337 0.0007
H -3.302 -0.336 0.380 0.1189 0.1009 -0.3214
H -0.523 -1.005 1.473 0.0694 -0.1365 0.1905
H -0.030 0.226 -1.842 -0.0022 0.1260 0.1594
H -0.622 1.428 -0.635 0.0612 -0.2324 -0.0865
H 1.893 -1.187 -1.387 0.0830 0.0852 0.1918
H 2.340 -1.591 0.343 -0.0432 0.1476 -0.1693
H 2.273 1.281 -0.899 -0.0008 -0.1455 0.1628
H 2.720 0.876 0.832 -0.1278 -0.0985 -0.2255
H -0.176 0.652 1.964 0.1427 -0.0624 -0.0023
H 1.045 -0.625 2.237 -0.1569 0.1231 -0.1843
```
Positions in Å, forces in eV/Å.

=====

[2]
Computed, not measured: C7H12 in the gas phase at a distorted geometry, with the ωB97M-V functional and the def2-TZVPD basis.

The spin multiplicity is 1. The total charge is 0. As for the SMILES: C=C/C=C/CCC. The HOMO-LUMO gap comes out at 9.67 eV. The lowest unoccupied orbital energy comes out at 1.07 eV. The calculation puts the energy at -273.8085 a.u. The largest force on an atom comes out at 3.47 eV/Å.

Geometry as XYZ:
```
19
Properties=species:S:1:pos:R:3:forces:R:3
C -2.790 -0.080 1.103 1.8828 2.8475 0.6042
C -2.258 0.307 -0.343 -0.5129 -0.7242 -0.3769
C -1.069 -0.596 -0.798 1.4086 -1.1105 -1.6703
C 0.376 -0.153 -0.253 -0.7960 -0.7910 -0.0010
C 1.671 -0.477 -0.553 -3.0304 -1.0585 -0.8959
C 2.680 0.259 0.158 2.0152 -0.2009 2.5742
C 3.971 0.584 -0.040 0.1322 0.7158 -0.4992
H -3.096 -1.096 1.319 -0.5191 -0.1613 -0.8455
H -3.563 0.714 1.205 0.0324 -1.0638 0.7751
H -2.008 0.077 1.951 -1.0647 0.1814 -1.5345
H -2.124 1.455 -0.573 0.2117 -2.2315 1.0767
H -3.144 0.075 -0.998 0.9065 0.0064 0.3202
H -0.974 -0.600 -1.925 -0.1135 0.6025 0.9319
H -1.328 -1.744 -0.734 0.5566 2.0874 0.8483
H 0.284 0.567 0.563 -0.0951 0.1781 -0.2679
H 1.851 -1.384 -1.194 0.2389 1.3609 0.2761
H 2.424 0.405 1.261 -0.0697 0.1197 -1.5650
H 4.619 0.616 -0.944 -1.0208 -0.5886 0.3521
H 4.478 1.071 0.794 -0.1627 -0.1694 -0.1028
```
Positions in Å, forces in eV/Å.

=====

[3]
Computed, not measured: C7H12 in the gas phase at a distorted geometry, with the ωB97M-V functional and the def2-TZVPD basis.

The spin multiplicity is 1. The total charge is 0. As for the SMILES: C[C@@H]1C=C[C@H](C)C1. The HOMO-LUMO gap comes out at 9.13 eV. The lowest unoccupied orbital energy comes out at 1.19 eV. The calculation puts the energy at -273.8336 a.u. The largest force on an atom comes out at 3.90 eV/Å.

Geometry as XYZ:
```
19
Properties=species:S:1:pos:R:3:forces:R:3
C -2.537 -0.286 0.021 -0.0556 -0.0373 -0.0836
C -1.198 0.441 0.010 0.0570 0.0312 0.0831
C -0.108 -0.257 0.838 0.0104 0.2552 -0.0272
C 1.207 0.211 0.215 -0.1998 2.3509 -0.8702
C 2.470 -0.551 0.578 -0.0437 0.3602 -0.1613
C 0.825 0.492 -1.188 -0.9088 -2.1320 -1.5220
C -0.513 0.583 -1.338 0.2481 0.5439 -0.0210
H -2.418 -1.304 -0.364 -0.0285 0.1058 0.0437
H -2.945 -0.348 1.038 0.0658 0.0264 -0.1879
H -3.269 0.230 -0.611 0.0684 -0.0782 0.1080
H -1.362 1.454 0.427 0.0924 -0.1007 -0.0934
H -0.205 -0.117 1.919 0.0710 0.0961 -0.1552
H -0.196 -1.345 0.638 0.2343 0.2944 0.0185
H 1.231 1.498 -0.092 0.8420 -2.0901 3.1824
H 2.397 -1.614 0.291 -0.2119 0.3317 -0.0267
H 2.661 -0.533 1.657 -0.0098 0.1392 -0.2280
H 3.335 -0.138 0.053 0.0230 -0.0244 0.1375
H 1.608 0.582 -1.937 -0.2795 0.2850 -0.0734
H -1.002 1.085 -2.166 0.0250 -0.3573 -0.1233
```
Positions in Å, forces in eV/Å.

=====

Relative energy (zero: lowest compared OMol25 entry of this formula, charge and spin), respectively: 401.5, 262.7, 196.8 kJ/mol.